--- i ---
{"formula": "C5H11NOS", "method": "ωB97M-V/def2-TZVPD", "elements": ["C", "C", "C", "C", "C", "N", "O", "S", "H", "H", "H", "H", "H", "H", "H", "H", "H", "H", "H"], "coordinates": [[-0.93, 0.27, 0.93], [0.39, 0.45, 0.21], [1.41, -0.60, 0.39], [1.06, 1.83, 0.38], [-1.92, -1.07, -1.81], [-1.93, 1.06, 0.21], [-0.10, 0.59, -1.33], [-1.76, 0.71, -1.25], [-1.14, -0.92, 0.96], [-0.82, 0.56, 2.09], [1.99, -0.96, -0.54], [0.92, -1.63, 0.74], [2.05, -0.33, 1.22], [2.12, 1.97, 0.03], [1.17, 1.91, 1.41], [0.48, 2.71, 0.13], [-2.94, -1.39, -1.43], [-1.16, -1.67, -1.41], [-1.79, -0.95, -2.86]], "homo_lumo_gap_ha": 0.359}



--- ii ---
{"formula": "C5H11NOS", "method": "ωB97M-V/def2-TZVPD", "elements": ["O", "C", "N", "C", "C", "C", "S", "C", "H", "H", "H", "H", "H", "H", "H", "H", "H", "H", "H"], "coordinates": [[-1.39, 0.73, -3.36], [-0.71, 0.91, -2.41], [-0.84, -0.12, -1.42], [0.36, -0.22, -0.51], [0.17, -1.27, 0.54], [-0.21, -0.64, 1.99], [0.98, -0.70, 3.37], [0.15, 2.11, -2.26], [-1.50, -0.86, -1.46], [1.24, -0.33, -0.97], [0.46, 0.79, 0.19], [-0.59, -1.97, 0.25], [1.16, -1.87, 0.62], [-0.53, 0.31, 1.80], [-1.15, -1.27, 2.29], [2.17, -1.33, 3.04], [0.50, 2.50, -1.18], [1.04, 1.69, -2.90], [-0.13, 3.05, -2.82]], "smiles": "CC(=O)NCCCS", "homo_lumo_gap_ha": 0.368}



Most stable pick: ii. Distance to second place: 25.3 kcal/mol.



--- i ---
{"formula": "C2H3P3", "method": "ωB97M-V/def2-TZVPD", "elements": ["C", "C", "P", "P", "P", "H", "H", "H"], "coordinates": [[1.05, -0.26, -0.39], [-0.06, 0.31, -0.99], [1.16, -0.58, 1.27], [-1.59, 0.75, -0.34], [-0.79, 0.36, 1.72], [2.02, -0.32, -1.09], [-0.02, 0.44, -2.08], [-1.78, -0.70, 1.90]], "smiles": "C1=P[PH]#P=C1", "homo_lumo_gap_ha": 0.275}



--- ii ---
{"formula": "C2H3P3", "method": "ωB97M-V/def2-TZVPD", "elements": ["C", "C", "P", "P", "P", "H", "H", "H"], "coordinates": [[-0.87, -0.08, -0.55], [0.11, -0.79, 0.24], [-0.64, 1.55, -1.06], [1.16, 0.41, 1.41], [1.06, 2.12, 0.28], [-1.85, -0.54, -0.69], [0.05, -1.75, 0.79], [0.98, -0.92, -0.43]], "smiles": "C1=P#P=PC1", "homo_lumo_gap_ha": 0.275}



Most stable pick: i. Distance to second place: 5.1 kcal/mol.



--- i ---
{"formula": "C2H3FO2", "method": "ωB97M-V/def2-TZVPD", "elements": ["C", "C", "O", "O", "F", "H", "H", "H"], "coordinates": [[-0.69, -1.63, 0.72], [0.07, -0.86, 0.05], [-1.06, -0.22, -0.01], [0.57, 1.96, -0.23], [1.29, -0.73, -0.43], [-1.47, -2.24, 1.17], [1.02, 1.02, -0.50], [0.25, 2.70, -0.76]], "smiles": "FC1=CO1.O", "homo_lumo_gap_ha": 0.351}



--- ii ---
{"formula": "C2H3FO2", "method": "ωB97M-V/def2-TZVPD", "elements": ["C", "C", "H", "H", "H", "O", "O", "F"], "coordinates": [[-0.53, 0.12, -0.18], [0.74, -0.44, 0.04], [-1.58, 1.39, 0.46], [0.92, -1.50, 0.66], [1.24, 0.35, 0.39], [-0.87, 0.85, 0.89], [-1.38, -0.04, -1.02], [1.47, -0.74, -1.24]], "smiles": "O=C(O)CF", "homo_lumo_gap_ha": 0.426}



Most stable pick: ii. Distance to second place: 103.3 kcal/mol.



--- i ---
{"formula": "C4H5NS3", "method": "ωB97M-V/def2-TZVPD", "elements": ["C", "C", "C", "C", "H", "H", "H", "H", "H", "N", "S", "S", "S"], "coordinates": [[-0.20, -0.62, 0.15], [1.07, -1.28, 0.68], [0.16, 0.85, -0.02], [-0.79, 1.93, -0.23], [-1.90, -0.86, -1.47], [-1.08, -0.74, 0.84], [1.03, -1.24, 1.81], [1.22, -2.35, 0.32], [-0.31, 2.88, -0.42], [1.42, 1.14, -0.08], [-0.64, -1.34, -1.48], [2.40, -0.18, 0.06], [-2.39, 1.81, -0.15]], "smiles": "S=CC1=NSC[C@@H]1S", "homo_lumo_gap_ha": 0.279}



--- ii ---
{"formula": "C4H5NS3", "method": "ωB97M-V/def2-TZVPD", "elements": ["C", "C", "C", "C", "H", "H", "H", "H", "H", "N", "S", "S", "S"], "coordinates": [[0.39, -0.39, 1.50], [-0.26, -1.41, 0.62], [-0.46, 0.56, -1.36], [-0.67, 1.30, -0.03], [0.09, -2.43, 0.85], [-1.35, -1.39, 0.82], [-1.71, 1.37, 0.25], [-0.38, 2.37, -0.20], [0.47, 1.61, 1.66], [0.24, 0.88, 1.03], [1.10, -0.78, 2.95], [0.03, -1.08, -1.13], [-0.69, 1.35, -2.76]], "smiles": "S=C1CSC(=S)CN1", "homo_lumo_gap_ha": 0.300}



Most stable pick: ii. Distance to second place: 15.4 kcal/mol.



--- i ---
{"formula": "C4H6O4", "method": "ωB97M-V/def2-TZVPD", "elements": ["C", "C", "C", "C", "O", "O", "O", "O", "H", "H", "H", "H", "H", "H"], "coordinates": [[0.39, 1.51, -0.54], [0.97, 0.37, -0.09], [-1.14, 0.38, -0.56], [-0.07, -0.74, -0.19], [2.25, 0.21, 0.53], [-2.03, 0.64, 0.36], [-0.43, -1.31, 0.99], [0.07, -1.68, -1.20], [0.50, 2.61, -0.62], [-1.62, 0.29, -1.63], [2.37, 1.06, 0.88], [-1.88, 0.05, 1.12], [0.18, -0.96, 1.63], [0.45, -2.43, -0.69]], "homo_lumo_gap_ha": 0.356}



--- ii ---
{"formula": "C4H6O4", "method": "ωB97M-V/def2-TZVPD", "elements": ["C", "C", "C", "C", "O", "O", "O", "O", "H", "H", "H", "H", "H", "H"], "coordinates": [[-1.36, 0.38, 0.87], [-0.45, 1.54, 0.79], [-0.27, 0.07, -0.27], [0.89, -0.77, 0.06], [-1.83, 1.69, 0.52], [-0.52, 0.21, -1.63], [2.10, -0.16, -0.09], [0.76, -2.03, -0.66], [-1.82, -0.18, 1.63], [0.15, 2.22, 1.39], [0.68, -0.98, 1.18], [-1.28, 0.72, -1.77], [2.46, -0.98, -0.50], [0.50, -1.72, -1.50]], "smiles": "OC(O)[C@@]1(O)[C@@H]2O[C@@H]21", "homo_lumo_gap_ha": 0.350}



Most stable pick: i. Distance to second place: 39.6 kcal/mol.



--- i ---
{"formula": "C4H6O4", "method": "ωB97M-V/def2-TZVPD", "elements": ["C", "C", "C", "C", "H", "H", "H", "H", "H", "H", "O", "O", "O", "O"], "coordinates": [[-0.43, 0.42, -1.10], [-1.47, 1.10, -0.21], [0.46, 0.38, 0.17], [0.74, -1.03, 0.72], [0.20, 2.10, -1.85], [-0.69, -0.57, -1.51], [-2.40, 0.53, 0.00], [-1.70, 2.10, -0.52], [1.39, 0.94, 0.10], [-0.08, -2.56, 1.37], [0.07, 1.19, -2.19], [-0.57, 1.05, 0.91], [-0.38, -1.68, 1.07], [1.83, -1.52, 0.83]], "smiles": "O=C(O)[C@@H]1OC[C@H]1O", "homo_lumo_gap_ha": 0.400}



--- ii ---
{"formula": "C4H6O4", "method": "ωB97M-V/def2-TZVPD", "elements": ["C", "C", "C", "C", "O", "O", "O", "O", "H", "H", "H", "H", "H", "H"], "coordinates": [[-0.91, 0.64, 0.39], [0.44, -1.51, 0.77], [1.18, 1.09, -1.81], [0.38, -0.03, 0.98], [0.42, 1.74, -2.38], [-1.40, -0.07, -0.72], [2.01, 0.44, -1.36], [1.13, 0.61, 1.67], [-2.18, 0.38, -1.08], [-1.63, 0.58, 1.22], [-0.75, 1.72, 0.20], [1.30, -1.93, 1.28], [0.50, -1.71, -0.29], [-0.48, -1.96, 1.13]], "smiles": "CC(=O)CO.O=C=O", "homo_lumo_gap_ha": 0.377}



--- iii ---
{"formula": "C4H6O4", "method": "ωB97M-V/def2-TZVPD", "elements": ["C", "C", "C", "C", "O", "O", "O", "O", "H", "H", "H", "H", "H", "H"], "coordinates": [[-1.03, -0.51, -0.15], [0.92, -0.11, 0.09], [-1.76, 0.64, -0.23], [2.14, -0.64, 0.05], [-0.07, -0.66, 0.88], [-1.45, -1.66, -0.75], [0.67, 1.29, -0.26], [-1.85, 1.58, 0.73], [-0.78, -2.34, -0.61], [1.47, 1.83, -0.20], [-1.05, 1.51, 1.27], [-2.54, 0.73, -0.98], [2.95, -0.15, -0.46], [2.38, -1.51, 0.63]], "homo_lumo_gap_ha": 0.304}



--- iv ---
{"formula": "C4H6O4", "method": "ωB97M-V/def2-TZVPD", "elements": ["C", "C", "C", "C", "O", "O", "O", "O", "H", "H", "H", "H", "H", "H"], "coordinates": [[-1.56, -0.09, -0.89], [-1.19, -0.68, 0.46], [0.32, -0.16, 0.74], [0.95, 0.06, -0.55], [-2.53, 0.58, -1.14], [0.35, 1.12, 1.45], [1.74, 1.15, -0.79], [1.33, -1.12, -1.18], [-2.01, -0.59, 1.31], [-1.12, -1.77, 0.26], [0.84, -1.03, 1.37], [-0.34, 1.66, 1.12], [1.45, 1.68, -0.12], [1.76, -0.81, -2.05]], "homo_lumo_gap_ha": [0.304, 0.268]}



Most stable pick: ii. Distance to second place: 30.2 kcal/mol.



--- i ---
{"formula": "C2H6NOS", "method": "ωB97M-V/def2-TZVPD", "elements": ["C", "S", "H", "H", "H", "C", "N", "O", "H", "H", "H"], "coordinates": [[0.12, 0.67, 2.18], [1.68, 0.58, 1.07], [0.40, 1.07, 3.21], [-0.61, 1.37, 1.83], [-0.35, -0.34, 2.31], [-1.44, -0.41, -1.37], [-0.10, -0.28, -1.56], [-2.08, -1.35, -1.80], [-1.91, 0.39, -0.77], [0.48, 0.18, -0.77], [0.40, -0.69, -2.36]], "total_charge": -1, "homo_lumo_gap_ha": 0.256}



--- ii ---
{"formula": "C2H6NOS", "method": "ωB97M-V/def2-TZVPD", "elements": ["C", "S", "H", "H", "H", "C", "N", "O", "H", "H", "H"], "coordinates": [[0.99, -2.20, -2.44], [0.16, -1.12, -1.04], [1.59, -3.00, -1.85], [1.73, -1.60, -2.99], [0.11, -2.58, -2.99], [-0.63, 1.45, 1.90], [-0.55, 1.05, 0.69], [-0.37, 2.54, 2.42], [-0.88, 0.47, 2.60], [0.28, 1.41, 0.14], [-0.70, 0.00, 0.79]], "total_charge": -1, "homo_lumo_gap_ha": 0.253}



--- iii ---
{"formula": "C2H6NOS", "method": "ωB97M-V/def2-TZVPD", "elements": ["C", "S", "H", "H", "H", "C", "N", "O", "H", "H", "H"], "coordinates": [[2.04, 0.10, 0.98], [1.74, -0.98, -0.50], [1.86, -0.45, 1.91], [1.42, 1.00, 0.96], [3.09, 0.43, 1.06], [-2.15, -0.08, -1.18], [-1.17, 0.12, -0.31], [-3.35, -0.08, -0.89], [-1.90, -0.12, -2.25], [-0.13, 0.00, -0.45], [-1.46, 0.07, 0.66]], "total_charge": -1, "homo_lumo_gap_ha": 0.258}



Most stable pick: iii. Distance to second place: 7.1 kcal/mol.



--- i ---
{"formula": "CH4BrClOP", "method": "ωB97M-V/def2-TZVPD", "elements": ["C", "O", "P", "Cl", "Br", "H", "H", "H", "H"], "coordinates": [[0.82, 0.28, -1.15], [-0.02, 0.13, 2.44], [-0.56, -0.34, -0.12], [-0.96, -2.20, 0.02], [-2.26, 0.94, -0.07], [1.72, -0.23, -1.09], [1.16, 1.41, -1.03], [0.47, 0.32, -2.24], [-0.38, -0.30, 3.24]], "total_charge": 1, "homo_lumo_gap_ha": [0.256, 0.256]}



--- ii ---
{"formula": "CH4BrClOP", "method": "ωB97M-V/def2-TZVPD", "elements": ["C", "O", "P", "Cl", "Br", "H", "H", "H", "H"], "coordinates": [[-2.18, -0.30, 0.24], [1.73, 0.27, 0.52], [-2.16, 0.10, 1.82], [-0.64, 0.15, 2.96], [-4.11, -0.16, 2.84], [-1.19, -0.46, -0.33], [2.61, 0.74, 0.35], [-3.00, -0.14, -0.32], [1.93, -0.46, 1.15]], "total_charge": 1, "homo_lumo_gap_ha": 0.309}



--- iii ---
{"formula": "CH4BrClOP", "method": "ωB97M-V/def2-TZVPD", "elements": ["C", "O", "P", "Cl", "Br", "H", "H", "H", "H"], "coordinates": [[-1.84, 0.55, -0.42], [-0.48, 2.90, 0.24], [-0.38, 1.50, 0.12], [1.29, 0.42, 0.52], [5.01, -0.12, -0.10], [-2.76, 1.15, -0.22], [-1.89, -0.47, -0.04], [-1.96, 0.40, -1.53], [5.91, 0.82, 0.33]], "total_charge": 1, "homo_lumo_gap_ha": 0.256}



Most stable pick: iii. Distance to second place: 15.2 kcal/mol.